# 1
Below is a molecular structure, C34H30Cl2NO3PS3Ti, with properties calculated with ωB97M-V with the def2-TZVPD basis set.

```
75
Properties=species:S:1:pos:R:3:forces:R:3:lowdin_charge:R:1
N -1.8645 2.1282 -0.1015 0.05 0.11 0.09 0.0401
H -4.6044 -2.8457 1.1039 -0.02 -0.04 -0.02 0.0969
C -0.1639 3.2835 2.8522 0.12 0.21 0.31 -0.5549
H 3.5067 -1.2073 5.3595 -0.01 0.00 0.00 0.1239
C 2.3531 3.3510 -1.3055 0.01 -0.02 0.01 -0.0501
C -0.2574 -1.5153 2.7977 0.13 0.13 -0.52 -0.4474
O -0.9600 -1.9013 3.6690 -0.13 -0.13 0.12 0.1915
H -3.1115 -4.5816 0.4386 0.01 -0.01 0.03 0.0986
C -1.1207 5.2274 1.7911 -0.04 0.09 -0.06 -0.5781
H 3.0687 -4.8855 -2.7588 -0.01 0.01 0.00 0.1189
H -1.5517 -4.1847 -2.7399 -0.01 -0.01 -0.01 0.0945
S -1.2267 -3.4340 -0.4909 0.06 0.07 -0.03 0.9387
H 5.3298 1.8293 -1.8338 -0.01 -0.01 0.01 0.1207
C 3.0733 -1.0346 4.3840 -0.03 -0.01 0.01 -0.0238
H -3.7896 0.2141 -3.0203 -0.01 -0.02 -0.02 0.0941
H 4.0926 -0.0746 -0.9050 -0.01 0.03 0.02 0.1185
C 3.6034 0.8884 -0.9921 0.03 -0.03 -0.02 -0.0990
H -0.2301 -2.1187 -2.9064 0.12 0.00 0.00 0.0519
S -3.5797 -0.8096 0.5483 0.21 0.21 0.31 0.9416
H 2.5956 -5.0738 -0.3414 0.00 0.01 0.00 0.1205
H 1.8590 -3.1051 0.9315 0.00 0.01 0.00 0.1119
C 2.0511 -3.0135 -0.1300 0.00 -0.07 -0.03 -0.1007
C -1.6695 4.4084 0.7599 -0.05 0.15 -0.04 -0.1455
H 2.8231 -2.7070 -3.9046 0.00 0.00 0.02 0.1189
H -4.4033 0.8913 -0.8041 0.03 0.01 0.01 0.0657
H 4.8522 -0.1801 3.5492 -0.01 0.00 0.00 0.1231
H -1.6825 -1.9894 -3.8884 0.02 -0.06 0.01 0.1019
C -2.3990 4.8709 -0.3488 0.01 0.10 0.03 0.0369
Ti -1.0980 0.0576 0.5364 -0.74 -0.81 -1.49 0.7573
C -1.3148 -2.0784 -2.8644 -0.06 -0.03 0.05 -0.4677
C -3.8387 -2.6147 0.3639 -0.12 0.05 -0.09 -0.4218
C -0.7081 2.4822 1.8973 0.07 -0.68 0.03 -0.3077
H -3.3575 4.3007 -2.1772 0.00 0.00 0.00 0.1272
C 1.9453 -0.5972 1.8483 -0.03 0.03 -0.05 -0.2561
H 0.0367 5.3122 3.5700 0.01 -0.02 0.01 0.1240
H 2.0963 -0.7230 -2.6414 -0.04 -0.05 0.00 0.1166
C -3.5117 -0.4933 -2.2382 -0.07 0.03 -0.09 -0.4522
S -1.6905 -0.4794 -2.0900 -0.02 0.35 0.04 0.8713
C 2.4678 -4.1261 -0.8469 -0.01 0.04 0.02 -0.0518
C 2.1723 -1.6817 -2.1396 -0.05 -0.03 -0.11 -0.1179
C 2.7314 -4.0191 -2.2049 0.03 0.01 -0.03 -0.0439
O -0.5792 1.1252 1.8538 0.05 1.16 0.58 -0.1868
C 2.5911 -2.7956 -2.8510 -0.03 -0.04 0.01 -0.0567
H -2.6105 5.9274 -0.4501 0.00 -0.01 0.01 0.1149
C 3.8232 -0.4640 3.3724 0.01 0.01 -0.01 -0.0264
H -2.9576 -3.3299 -2.1600 0.01 -0.01 0.00 0.0701
C -2.5135 2.6217 -1.1482 0.11 0.00 -0.02 -0.1081
H 4.2261 4.0244 -2.1010 -0.01 -0.01 0.00 0.1200
H -4.2964 -2.7310 -0.6183 0.00 -0.02 0.01 0.0756
C -2.8145 3.9756 -1.3017 -0.01 -0.03 -0.04 0.0043
C 1.7517 -1.3743 4.1401 0.06 0.02 0.05 0.0170
C 1.6540 2.2791 -0.7684 -0.02 0.04 0.02 -0.0745
Cl -1.3762 6.9272 1.7438 0.00 -0.05 -0.01 0.7863
C 2.2719 1.0440 -0.5922 0.08 0.01 -0.04 -0.3491
C -1.8686 -3.3135 -2.1652 -0.02 -0.04 -0.16 -0.4838
H 1.1342 -1.8018 4.9182 0.00 -0.01 0.01 0.1354
C -0.3857 4.6817 2.8003 0.04 -0.10 0.02 -0.0751
Cl 0.7812 2.6183 4.1132 -0.02 -0.02 -0.03 0.8116
C 1.1834 -1.1606 2.8906 -0.09 0.03 -0.06 -0.1482
H 1.8626 4.3063 -1.4391 -0.01 -0.01 0.01 0.1142
C -2.6868 -3.5822 0.5509 -0.05 -0.03 0.08 -0.4882
H -2.7887 1.9262 -1.9279 -0.02 0.02 -0.01 0.0778
H -3.7724 -1.4815 -2.6085 0.00 -0.03 0.00 0.0765
H -5.3080 -0.5752 -1.0488 0.00 0.00 -0.04 0.1055
C 4.3003 1.9576 -1.5275 -0.01 0.04 0.00 -0.0398
C 3.6780 3.1921 -1.6796 0.01 -0.04 0.01 -0.0412
C -1.4438 3.0287 0.8451 -0.21 -0.02 -0.28 -0.1699
C 3.2616 -0.2477 2.1190 0.07 0.02 0.00 -0.0476
O -0.7821 -1.3514 1.5108 0.34 -0.67 1.24 -0.3103
H 3.8733 0.2124 1.3560 -0.02 -0.02 0.01 0.0976
C -4.2950 -0.1787 -0.9690 -0.08 0.01 -0.03 -0.4868
C 1.8890 -1.7922 -0.7775 0.09 0.01 -0.02 -0.3665
P 1.3468 -0.3305 0.1264 0.30 0.18 0.13 1.1144
H -2.2899 -3.5240 1.5652 -0.01 0.02 0.01 0.0764
H 0.6159 2.4157 -0.4986 -0.02 -0.02 0.02 0.0753
```
Forces are in eV/Å.

Properties
- E (Eh) = -4899.52097
- orbital gap (eV) = 7.357
- E_LUMO (eV) = -6.60
- energy above the lowest of the compared OMol25 structures with the same formula, charge and spin (kcal per mole) = 3.4
- net charge = +2
- M (g mol⁻¹) = 746.57
- HOMO level (eV) = -13.96

# 2
Below is 14 unconnected molecules or ions with the total composition C32H56Cl26IO6PS, with properties calculated with ωB97M-V with the def2-TZVPD basis set.

```
123
Properties=species:S:1:pos:R:3:forces:R:3:lowdin_charge:R:1
C -1.0902 -2.8950 1.5353 1.20 -0.39 0.89 -0.2102
H 7.3181 -5.2311 7.8771 -0.04 -0.12 -0.22 -0.0133
C -3.0667 -1.6353 1.9654 -2.46 2.55 -1.47 -0.1919
C 6.5637 -5.5190 7.1471 -0.02 0.13 0.16 -1.0659
H -8.5249 4.0013 -2.8466 -0.03 -0.20 0.09 0.0276
C 2.8625 0.3634 -6.3129 -1.09 0.18 0.12 -0.0886
H 2.3521 2.8030 -0.1503 -0.98 1.19 -0.77 0.0696
H -1.2342 0.6698 -5.0029 0.33 1.38 1.27 0.0999
H -8.8712 4.0377 -1.0994 0.00 -0.22 -0.10 -0.0049
H 8.6865 -7.0596 11.8295 -0.07 0.03 -0.22 0.0272
H -3.1792 7.5268 -2.5943 -0.03 -0.20 0.08 0.0299
C 3.4597 -1.1776 4.9681 -0.06 -0.06 -0.23 -1.0540
H 1.6600 -1.7890 -1.7772 0.51 0.31 1.81 0.1094
H -2.1252 2.1986 -4.5074 1.70 -0.84 0.54 0.1132
H 0.6180 0.1875 -6.1696 1.24 0.87 1.01 0.1164
H -0.5315 -1.0704 -3.2232 0.13 1.14 1.51 0.1380
H -2.6717 0.2906 -2.9743 1.72 0.67 0.32 0.1315
C -4.7493 -9.8063 1.5163 -0.17 -0.19 -0.06 -1.0021
H -0.0072 2.1602 -1.0050 0.80 1.21 -1.00 0.1028
H -0.7554 -8.0748 1.3396 -0.04 0.21 -0.06 0.0298
H 3.2454 -0.1476 -10.1756 0.01 -0.19 0.10 0.0261
O 1.2817 2.1154 -5.4864 -1.63 -0.90 3.26 -0.2435
Cl -7.1444 6.3138 -0.1772 -0.02 -0.06 -0.07 0.5218
H -4.1665 -3.4360 0.9322 -0.18 1.83 0.18 0.0828
Cl -2.5001 5.8707 -1.0580 0.15 -0.07 0.05 0.5144
Cl 5.5749 9.3598 -1.9714 -0.08 0.02 0.09 0.4910
H 0.9803 3.9035 0.4196 1.00 -0.31 -1.38 0.0872
C 6.7118 8.1262 -1.4138 0.03 -0.16 0.24 -1.0390
C -1.2580 1.4984 -4.1958 -0.88 -0.83 0.35 -0.2043
C 2.0995 -1.7633 -0.7053 0.63 -0.37 -0.03 -0.2781
Cl 7.8200 7.6477 -2.7047 0.03 -0.05 0.08 0.5031
Cl -5.5153 8.5676 0.7047 0.08 0.02 -0.06 0.5126
P 0.2932 2.5709 -4.1511 0.35 3.85 -1.81 0.6971
Cl 0.4846 7.2309 -0.3899 -0.01 0.10 0.00 0.5040
C 2.0523 7.9904 -0.0934 0.01 0.32 -0.03 -1.0010
H 3.0906 -2.3581 -0.7907 -1.65 0.91 0.08 0.1053
C -4.1106 0.8623 1.5874 0.36 -4.83 -0.61 -0.0641
H 1.4124 0.1732 -4.5088 0.34 0.83 -1.26 0.1013
H 2.3067 8.6206 -0.9445 0.00 -0.22 0.07 0.0220
C -5.2132 0.1982 0.7025 2.25 -1.71 1.43 -0.0769
I 4.1254 -0.3388 1.2385 -0.65 0.15 -0.88 0.7581
H 1.6767 0.3455 0.1914 1.12 -1.04 -0.66 0.0104
H 1.8323 -2.9494 1.1908 -1.17 0.69 -1.36 0.1150
H -4.3853 -4.3195 -3.5421 -0.07 -0.14 0.17 0.0294
Cl 1.0915 3.3460 9.2230 0.10 -0.02 0.01 0.4984
H 4.1745 -0.9566 4.1763 -0.09 -0.05 0.28 -0.0483
Cl 9.2185 -7.9880 9.7285 0.03 -0.04 0.09 0.5023
H 2.4579 -1.2536 4.5491 0.16 0.00 0.16 -0.0371
O -0.1085 4.0333 -4.3851 0.77 -3.31 0.80 -0.3402
Cl 6.9336 -4.7431 5.6024 0.02 0.06 0.03 0.4909
H -2.1932 0.3592 2.8427 -1.55 -0.93 -1.17 0.0908
H 2.6333 -1.4076 -11.2772 0.06 -0.08 0.21 0.0268
Cl -0.0218 -5.8923 1.8521 0.29 -0.62 0.08 0.5910
Cl 0.1228 3.7831 6.5065 0.06 -0.01 -0.10 0.4935
H -4.7678 -10.7818 1.9998 0.12 0.19 -0.03 0.0273
O -1.9905 -2.3625 2.5578 -1.15 0.31 -2.48 -0.1537
Cl -4.4039 -8.5699 2.7322 -0.11 -0.02 0.09 0.5223
H -4.8216 6.6268 -0.4412 -0.27 0.11 0.13 -0.0522
H -4.0093 1.9773 1.7836 -0.42 -1.71 -0.45 0.0852
C 1.5277 3.4061 7.5112 0.24 -0.05 -0.07 -1.0364
H 2.1038 4.5372 -0.9436 -0.58 -1.63 0.84 0.0339
H -3.3841 -4.0955 -2.0843 -0.15 -0.11 0.05 0.0060
Cl 6.9731 -6.2590 10.4207 -0.07 0.04 0.26 0.5274
C -2.8164 6.5032 -2.6787 0.18 0.20 -0.28 -0.9929
H -6.0910 -1.8223 -0.1900 1.45 0.98 1.22 0.0622
H 6.1514 7.2518 -1.0860 0.02 0.16 -0.17 -0.0005
H 0.6171 0.4363 2.2740 -0.21 -1.45 -0.29 -0.0715
H 1.9879 8.5973 0.8086 -0.01 -0.22 -0.09 0.0310
H -0.2643 3.7902 -1.8276 1.37 -0.89 0.05 0.0973
C 8.1095 -7.4798 11.0072 0.07 -0.15 0.19 -1.0100
Cl -3.5198 -9.8184 0.2462 -0.13 -0.26 -0.02 0.5008
Cl 1.9087 -1.7366 -9.0573 -0.14 -0.03 -0.10 0.5107
O -0.6539 -0.7333 0.1845 -0.11 -1.47 -2.13 -0.0732
H 2.9243 0.2925 -1.1874 -0.52 -0.94 1.62 0.0653
Cl -10.3618 2.6377 -2.2736 -0.03 0.09 -0.01 0.5053
C -0.0547 -1.7848 0.9677 -0.08 -0.99 1.20 -0.6298
Cl -4.0311 5.5307 -3.5171 -0.02 0.06 -0.01 0.5162
H 0.7918 -3.5241 -0.2196 0.46 1.49 0.75 0.1296
H 1.9254 2.4374 7.2133 -0.19 0.10 0.07 -0.0168
C -1.6496 0.8069 -2.8018 -0.59 -0.12 0.15 -0.2126
H -1.8533 1.5768 -1.9624 0.54 -1.18 -1.44 0.1202
H -5.7711 7.7197 -1.4808 -0.13 -0.02 0.19 0.0241
S 0.6138 -0.9409 2.5284 -0.27 0.79 -0.32 0.7927
Cl -7.5359 2.1914 -1.7041 0.09 0.07 -0.03 0.5108
H -1.8625 -7.2391 2.4580 0.10 0.14 -0.16 -0.0029
C 1.4644 0.6704 -5.5399 0.66 -1.41 -1.27 -0.2997
Cl 6.5561 -7.2796 6.9933 -0.04 -0.01 0.03 0.4846
Cl 3.3190 6.7759 0.1214 0.15 0.12 0.06 0.5298
C 1.6062 3.6009 -0.4994 -1.02 0.15 -0.64 -0.0825
C 3.0592 -1.2142 -10.2938 0.02 0.17 -0.19 -1.0239
H 7.5489 -8.3465 11.3546 0.03 0.15 -0.18 0.0290
H 2.6460 0.4033 -7.4477 0.50 0.00 1.94 0.0404
C 1.1725 -2.5729 0.3165 0.30 -0.37 -0.28 -0.1885
H -5.9778 0.8977 0.2251 1.10 -1.35 0.73 0.0267
C 0.5352 3.0162 -1.5693 -0.16 -0.33 2.57 -0.2846
C -1.2511 -7.1312 1.5636 -0.18 -0.27 0.08 -0.9963
Cl -2.2922 -6.6934 0.2041 0.19 0.12 0.17 0.4632
C -5.2745 -1.3545 0.4716 2.84 1.32 1.90 -0.0605
O 1.2123 2.4455 -2.7229 -1.74 -0.16 -2.07 -0.2626
C -4.1883 -2.3073 1.0932 0.47 4.33 0.96 0.0028
Cl 3.8887 -2.7209 5.7152 -0.04 -0.01 -0.10 0.5008
Cl -3.7621 -6.3746 -2.5671 -0.04 0.02 -0.23 0.4834
C 2.5087 -0.2782 -0.2724 -0.34 0.10 -1.00 -0.6190
C -4.2034 -4.6631 -2.5249 0.20 0.25 -0.09 -1.0017
Cl 3.4898 0.1358 6.1522 0.00 0.13 -0.01 0.5117
Cl 4.5908 -2.0840 -10.1502 0.00 0.07 -0.07 0.5036
H 5.5810 -5.1889 7.4822 0.11 -0.10 -0.15 0.0212
H -5.7194 -9.5987 1.0670 0.22 0.09 0.04 0.0305
Cl -5.6641 -4.4069 -1.5627 -0.02 0.03 -0.03 0.5296
H -0.4259 -3.6598 2.1013 -1.26 1.71 -0.92 0.0453
H 0.4457 0.0992 -2.0753 -1.45 -0.29 -0.66 0.0830
C -1.1467 -1.1385 -1.0794 -1.84 -1.02 -2.35 -0.3285
C -8.7950 3.4009 -1.9793 -0.01 0.27 0.02 -1.0431
H 7.2893 8.5276 -0.5824 -0.06 0.03 -0.22 0.0285
H 3.6157 1.1758 -6.0374 -0.93 -1.32 -0.29 0.0856
C -5.6945 7.2765 -0.4888 0.20 -0.03 -0.19 -1.0584
O -2.0041 -2.0160 -1.3277 3.13 2.60 1.82 0.0737
H -1.8903 6.4853 -3.2523 -0.12 -0.19 0.12 0.0301
H 3.2163 -0.6967 -6.0467 -0.38 1.69 -0.42 0.0835
H 2.2837 4.1764 7.3656 -0.22 -0.05 0.07 0.0277
C -0.5829 -0.3061 -2.3570 -0.65 -0.34 0.81 -0.1016
H -1.6204 -3.4929 0.7215 0.59 1.14 0.91 0.1170
C -3.0452 -0.0775 2.1993 -2.20 -1.25 -1.63 -0.0043
```
Forces are in eV/Å.

Properties
- E (Eh) = -14706.31807
- orbital gap (eV) = 8.340
- E_LUMO (eV) = 0.08
- M (g mol⁻¹) = 1648.52
- HOMO level (eV) = -8.26